Molecular formula: C2O2S
Method: DFT, ωB97M-V/def2-TZVPD

Geometry as XYZ:
```
5
Properties=species:S:1:pos:R:3:forces:R:3
C 0.763780 0.156614 0.599796 -12.4 5.2 -2.7
C -1.107701 -0.817164 -0.543034 -1.2 -1.9 -1.2
O 1.597687 -0.119953 1.203656 11.0 -4.0 5.1
O -0.350965 0.581517 0.404115 4.2 1.6 4.2
S -0.902801 0.198986 -1.664533 -1.6 -0.8 -5.5
```
Positions in Å, forces in eV/Å.

maximum force: 0.267 Eh/bohr
gap between HOMO and LUMO: 8.99 eV
ΔE to the lowest compared entry with this formula, charge and spin: 5.414 eV
electronic energy: -624.6935 a.u.